DFT (the ωB97M-V functional and the def2-TZVPD basis) results for a structure of composition C30H35N6O5RuS.

Values from the calculation:
- E_HOMO (alpha / beta): -15.99 / -16.20 eV
- Frontier orbital gap (alpha / beta): 7.1 / 3.9 eV
- Total charge: +3
- Expectation value of S²: 6.063
- Spin multiplicity: 5

CARTESIAN COORDINATES (ANGSTROEM)
H 1.7089 0.4195 -3.5345
H 1.4845 2.9799 -4.5158
N -2.7811 1.7578 3.9936
H 1.8296 4.4068 -3.4958
C 1.4279 -0.6285 -3.4622
C -2.5117 -0.4586 0.7860
N 1.4021 -1.2791 1.0653
C -1.7796 -2.8000 -0.4639
H -3.1295 -1.9687 -3.2530
S -0.8098 0.2091 3.1706
H -4.0974 -1.0706 -2.1247
H -2.6264 4.1701 1.7935
C 4.6737 -1.0133 -0.6643
H 2.3601 2.2837 2.9980
C 3.6126 3.7911 -1.3337
C 2.1394 -0.9192 0.0072
H 0.6848 -0.8506 -4.2224
O 1.9880 2.5384 -2.6203
H 1.9111 -2.3077 2.7743
C -3.8455 2.7472 3.9126
N 2.2330 -1.9349 1.8872
H -4.9684 3.7483 2.3772
C -1.9805 1.4949 2.9857
H -4.8517 -5.0663 0.2026
C 3.4720 -1.3271 0.1771
C -3.0475 3.1822 1.5875
C 1.1156 1.0679 -0.5487
H 2.3175 -1.2232 -3.6980
H 4.2442 3.4672 1.9606
H -0.6318 -4.6493 2.1877
C -0.2241 -2.9716 -2.9363
C -3.1275 -1.5492 -2.2486
N -2.0370 2.1643 1.8470
C 2.1393 3.3904 -3.7494
C -2.8503 -4.5735 0.8054
H -4.7782 2.0133 2.1195
H 0.7217 -3.3670 -3.3064
H 4.3077 -2.4543 1.8972
H -0.7438 -2.5318 -3.7862
N -0.6424 -2.0372 -0.7086
C -0.5692 -3.7992 1.5142
C 3.7751 3.2963 1.0044
O 5.7699 -1.2752 -0.2890
C 2.3820 1.5977 2.1538
C 4.1883 4.0194 -0.1019
H -3.3016 3.1399 0.5267
O 4.4037 -0.3898 -1.8116
H -4.6797 2.4006 4.5242
H -2.3547 -0.7863 -2.1844
N 1.5918 -0.1845 -1.0723
Ru -0.6951 -0.8897 1.0133
H 3.1423 0.8469 2.3783
C -3.9917 -4.4421 0.0179
C -2.9696 -2.6271 -1.2276
C -4.2702 2.9178 2.4585
H 3.4582 -0.2142 -1.9382
H 0.3607 -3.8770 0.9436
H 1.4092 1.1099 2.0759
C 3.4788 -1.9816 1.4023
H 4.9534 4.7724 -0.0028
C -4.0383 -3.4752 -0.9765
H 3.1670 3.4026 -4.1180
H -2.6600 1.2503 4.8618
H -0.5546 -2.8809 2.1522
C 2.7610 2.3290 0.9098
H 3.9461 4.3529 -2.1893
O -3.5779 -0.1283 0.5929
H -4.9294 -3.3582 -1.5733
C 0.0172 -1.9590 -1.8576
H -2.8202 -5.3130 1.5900
H -1.3197 2.0147 1.1423
O -0.0579 1.1880 -0.2531
C 0.9469 -0.9370 -2.0973
H -3.4931 3.6941 4.3323
H -0.8207 -3.7999 -2.5620
C 2.1881 2.0755 -0.3329
C -1.7618 -3.7515 0.6067
C 2.6166 2.8117 -1.4759